No. 1
The following is a DFT calculation (ωB97M-V with the def2-TZVPD basis set) of C5H7NO as an isolated structure at a distorted geometry.

Last column: Löwdin charge in e.
Element x y z (Å)
C (0.919, -0.566, 0.000)  -0.254
C (-0.311, -0.376, -0.960)  -0.239
C (-0.379, -0.380, 0.959)  -0.256
C (-0.813, 1.036, 0.667)  -0.039
C (-0.754, 1.069, -0.680)  -0.011
H (2.756, 0.065, 0.566)  0.087
H (1.637, 1.270, 0.150)  0.077
H (1.220, -1.617, -0.015)  0.144
H (-0.420, -0.768, -1.967)  0.142
H (-0.466, -0.716, 2.009)  0.145
H (-1.035, 1.812, 1.405)  0.108
H (-1.121, 1.884, -1.340)  0.114
N (2.009, 0.341, -0.090)  0.046
O (-1.075, -1.126, -0.012)  -0.065

Cartesian forces (eV/Å) of the 3 atoms listed first:
C -1.0 0.2 -0.2
C 0.1 0.1 -0.9
C 1.1 0.0 1.5

The calculation puts the LUMO energy at 1.07 eV. For the relative energy (zero: lowest compared OMol25 entry of this formula, charge and spin), the calculation gives 69.1 kcal per mole. Its HOMO energy is -9.28 eV. As for the spin multiplicity: 1. The energy comes out at -324.61440 Eh.

No. 2
The following is a DFT calculation (ωB97M-V with the def2-TZVPD basis set) of one molecule with the formula C5H7NO at a distorted geometry.

Last column: Löwdin charge in e.
Element x y z (Å)
C (1.702, 0.477, -0.131)  -0.406
C (-0.409, 1.654, 0.129)  -0.195
C (1.023, 1.626, -0.090)  -0.108
C (-0.636, 0.295, 0.401)  -0.088
C (0.380, -2.025, 0.114)  -0.011
N (0.329, -0.487, -0.047)  0.010
O (2.827, 0.005, -0.032)  0.025
H (-0.846, 2.408, 0.761)  0.132
H (-0.751, 1.714, -0.852)  0.123
H (1.446, 2.637, -0.155)  0.114
H (-1.191, 0.103, 1.280)  0.135
H (1.252, -2.107, 0.759)  0.066
H (-0.511, -2.539, 0.664)  0.112
H (0.696, -2.566, -0.813)  0.091

Cartesian forces (eV/Å) of the 3 atoms listed first:
C 1.0 -0.6 0.7
C 0.8 0.0 0.3
C 2.3 4.1 -0.4

The calculation puts the LUMO energy (spin up / spin down) at -0.10 / -0.10 eV. For the relative energy (zero: lowest compared OMol25 entry of this formula, charge and spin), the calculation gives 87.1 kcal per mole. Its HOMO energy (spin up / spin down) is -7.45 / -7.45 eV. As for the spin multiplicity: 1. The energy comes out at -324.58567 Eh.

No. 3
The following is a DFT calculation (ωB97M-V with the def2-TZVPD basis set) of one molecule with the formula C5H7NO.

Last column: Löwdin charge in e.
Element x y z (Å)
O (-0.655, 2.912, 0.287)  -0.072
C (-0.576, 1.895, 0.989)  -0.367
C (0.283, 0.817, 0.741)  -0.229
C (0.791, 0.548, -0.647)  -0.079
N (0.267, -0.844, -0.442)  -0.091
C (-0.190, -1.707, -1.259)  0.136
C (0.051, -0.645, 1.031)  -0.090
H (-1.214, 1.789, 1.899)  0.108
H (0.282, 1.074, -1.469)  0.124
H (1.873, 0.504, -0.842)  0.116
H (-0.067, -1.557, -2.329)  0.108
H (-0.713, -2.584, -0.888)  0.106
H (-0.948, -0.986, 1.346)  0.120
H (0.816, -1.216, 1.584)  0.110

Cartesian forces (eV/Å) of the 3 atoms listed first:
O 0.0 -0.1 0.1
C 0.1 -0.2 0.1
C -0.2 0.3 0.1

The calculation puts the LUMO energy (spin up / spin down) at -0.69 / -0.69 eV. For the relative energy (zero: lowest compared OMol25 entry of this formula, charge and spin), the calculation gives 95.6 kcal per mole. Its HOMO energy (spin up / spin down) is -6.88 / -6.88 eV. As for the spin multiplicity: 1. The energy comes out at -324.57205 Eh.

No. 4
The following is a DFT calculation (ωB97M-V with the def2-TZVPD basis set) of one molecule with the formula C5H7NO.

Last column: Löwdin charge in e.
Element x y z (Å)
C (-1.874, -0.237, 0.120)  0.001
C (-0.407, -0.468, 0.021)  -0.373
N (0.304, -1.335, 0.903)  0.036
C (0.850, 0.048, 1.024)  -0.032
C (1.839, 0.123, -0.190)  -0.064
C (0.483, 0.296, -0.727)  -0.336
O (0.112, 1.516, -1.204)  0.058
H (-2.180, 0.678, -0.398)  0.081
H (-2.144, -0.178, 1.176)  0.096
H (-2.411, -1.078, -0.328)  0.091
H (0.921, -1.959, 0.375)  0.093
H (2.424, -0.788, -0.348)  0.109
H (2.426, 1.031, -0.313)  0.111
H (-0.320, 1.972, -0.454)  0.130

Cartesian forces (eV/Å) of the 3 atoms listed first:
C -0.1 0.0 0.0
C -0.3 0.2 -0.2
N 0.1 0.0 -0.2

The calculation puts the LUMO energy at 0.81 eV. For the relative energy (zero: lowest compared OMol25 entry of this formula, charge and spin), the calculation gives 104.9 kcal per mole. Its SMILES is C[C@]12N[C@@]13C[C@@]23O. Its HOMO energy is -8.55 eV. As for the spin multiplicity: 1. The energy comes out at -324.55735 Eh.

No. 5
The following is a DFT calculation (ωB97M-V with the def2-TZVPD basis set) of a 2-piece molecular cluster, C5H7NO overall.

Last column: Löwdin charge in e.
Element x y z (Å)
C (-1.514, 0.361, -0.121)  -0.037
C (-0.123, 0.305, 0.405)  -0.204
C (0.579, 1.125, 1.188)  0.001
C (1.922, 0.491, 1.368)  -0.109
N (2.083, -0.627, 0.764)  0.119
C (0.819, -0.853, 0.100)  -0.400
O (0.571, -1.811, -0.580)  0.109
H (-2.028, 1.268, 0.208)  0.082
H (-2.083, -0.511, 0.217)  0.094
H (-1.513, 0.330, -1.216)  0.070
H (0.272, 2.067, 1.626)  0.110
H (2.721, 0.927, 1.966)  0.114
H (-1.066, -1.435, -3.250)  0.037
H (-0.642, -1.637, -2.672)  0.014

Cartesian forces (eV/Å) of the 3 atoms listed first:
C 0.0 0.0 0.0
C 0.0 0.1 0.1
C -0.2 -0.1 -0.1

The calculation puts the LUMO energy at -0.99 eV. For the relative energy (zero: lowest compared OMol25 entry of this formula, charge and spin), the calculation gives 46.5 kcal per mole. Its SMILES is CC1=CC=NC1=O.[H][H]. Its HOMO energy is -10.09 eV. As for the spin multiplicity: 1. The energy comes out at -324.65034 Eh.

No. 6
The following is a DFT calculation (ωB97M-V with the def2-TZVPD basis set) of C5H7NO as an isolated structure.

Last column: Löwdin charge in e.
Element x y z (Å)
O (-2.106, 0.195, 1.694)  0.118
C (-1.109, -0.121, 1.126)  -0.506
C (-0.224, 1.332, 0.320)  -0.091
C (0.200, 0.842, -1.029)  -0.125
C (0.573, -0.425, -1.189)  -0.099
C (0.519, -1.455, -0.090)  -0.216
N (-0.254, -1.129, 1.114)  0.059
H (0.588, 1.868, 0.841)  0.116
H (-1.083, 2.003, 0.326)  0.107
H (0.195, 1.536, -1.868)  0.103
H (0.904, -0.787, -2.161)  0.104
H (1.533, -1.726, 0.231)  0.117
H (0.084, -2.378, -0.494)  0.117
H (0.180, 0.245, 1.178)  0.197

Cartesian forces (eV/Å) of the 3 atoms listed first:
O 0.5 -0.1 -0.3
C -0.3 -0.1 0.3
C 0.0 0.2 -0.1

The calculation puts the LUMO energy at 0.78 eV. For the relative energy (zero: lowest compared OMol25 entry of this formula, charge and spin), the calculation gives 107.1 kcal per mole. Its HOMO energy is -9.00 eV. As for the spin multiplicity: 1. The energy comes out at -324.55384 Eh.

No. 7
The following is a DFT calculation (ωB97M-V with the def2-TZVPD basis set) of one molecule with the formula C5H7NO at a distorted geometry.

Last column: Löwdin charge in e.
Element x y z (Å)
C (1.255, 1.520, 0.363)  -0.069
C (0.374, 0.490, -0.288)  -0.301
C (0.793, -0.398, -1.164)  -0.153
N (0.916, -1.456, -1.778)  0.142
C (-1.041, 0.204, 0.175)  -0.116
C (-1.366, -1.258, 0.432)  -0.216
O (-0.624, -2.205, 0.289)  0.027
H (2.228, 1.553, -0.136)  0.079
H (1.430, 1.302, 1.425)  0.078
H (0.816, 2.523, 0.294)  0.076
H (0.703, -2.091, -0.953)  0.076
H (-1.251, 0.737, 1.112)  0.127
H (-1.824, 0.532, -0.524)  0.126
H (-2.407, -1.453, 0.751)  0.124

Cartesian forces (eV/Å) of the 3 atoms listed first:
C 0.1 0.1 0.0
C 0.1 -0.1 -0.2
C -0.2 -0.3 0.2

The calculation puts the LUMO energy at 0.78 eV. For the relative energy (zero: lowest compared OMol25 entry of this formula, charge and spin), the calculation gives 57.7 kcal per mole. Its SMILES is CC(=C=N)CC=O. Its HOMO energy is -8.42 eV. As for the spin multiplicity: 1. The energy comes out at -324.63256 Eh.

No. 8
The following is a DFT calculation (ωB97M-V with the def2-TZVPD basis set) of C5H7NO as an isolated structure.

Last column: Löwdin charge in e.
Element x y z (Å)
C (2.489, -0.001, 0.648)  -0.118
N (1.301, 0.831, 0.521)  0.062
C (0.262, 0.313, 0.059)  -0.359
O (0.033, -1.009, -0.331)  0.027
C (-1.246, -0.614, -0.846)  -0.220
C (-2.132, -0.101, 0.231)  -0.035
C (-1.085, 0.804, -0.387)  -0.096
H (3.351, 0.585, 0.314)  0.071
H (2.660, -0.263, 1.698)  0.078
H (2.443, -0.928, 0.062)  0.074
H (-1.554, -0.994, -1.812)  0.151
H (-1.985, -0.328, 1.280)  0.115
H (-3.163, 0.053, -0.078)  0.113
H (-1.303, 1.755, -0.852)  0.137

Cartesian forces (eV/Å) of the 3 atoms listed first:
C 0.2 -0.1 0.0
N -0.4 -0.1 -0.3
C 0.4 0.4 0.2

The calculation puts the LUMO energy at 1.05 eV. For the relative energy (zero: lowest compared OMol25 entry of this formula, charge and spin), the calculation gives 59.9 kcal per mole. Its HOMO energy is -9.57 eV. As for the spin multiplicity: 1. The energy comes out at -324.62894 Eh.